Entry 1:
The following is a DFT calculation (wB97M-V/def2-TZVPD) of a molecular structure, C24H54Br14INO5Si2.

```
! RIJCOSX wB97M-V def2-TZVPD def2/J DEFGRID3
* xyz 0 1
C 4.093 2.186 3.983
O 4.351 3.571 3.891
C 4.259 4.097 2.579
C 5.614 4.239 1.886
C 5.990 2.963 1.083
C 5.813 3.207 -0.411
C 6.171 2.035 -1.361
Si 6.603 0.379 -0.637
I 8.808 0.291 0.403
O 5.455 -0.126 0.432
Si 4.090 -0.879 -0.121
N 4.551 -2.506 -0.513
C 2.763 -0.888 1.204
O 2.239 0.430 1.382
C 0.876 0.561 1.132
O 0.414 1.603 1.951
C -0.994 1.650 2.028
C -1.593 2.560 0.955
O -2.296 1.776 -0.012
H 4.977 1.592 3.721
H 3.861 1.955 5.023
H 3.268 1.867 3.339
H 3.604 3.466 1.964
H 3.758 5.065 2.655
H 6.378 4.474 2.624
H 5.500 5.066 1.180
H 5.311 2.185 1.427
H 7.021 2.715 1.331
H 6.448 4.058 -0.668
H 4.789 3.546 -0.579
H 5.282 1.828 -1.968
H 6.951 2.327 -2.065
H 6.673 -0.594 -1.745
H 3.529 -0.099 -1.221
H 4.927 -2.940 0.324
H 3.793 -3.072 -0.867
H 3.155 -1.239 2.166
H 1.998 -1.620 0.920
H 0.318 -0.362 1.345
H 0.716 0.852 0.083
H -1.261 2.035 3.012
H -1.454 0.660 1.933
H -0.789 3.125 0.479
H -2.285 3.275 1.410
H -2.946 2.337 -0.445
Br 4.825 -5.558 -2.255
C 6.508 -6.402 -1.760
C 6.984 -6.007 -0.387
Br 7.786 -4.240 -0.266
H 7.219 -6.164 -2.544
H 6.297 -7.469 -1.768
H 7.770 -6.686 -0.065
H 6.173 -6.022 0.334
Br -6.916 1.398 -3.752
C -6.069 1.007 -2.047
C -6.223 2.139 -1.070
Br -5.034 3.628 -1.482
H -5.030 0.776 -2.260
H -6.574 0.121 -1.671
H -5.944 1.811 -0.070
H -7.230 2.543 -1.054
Br -7.312 -2.614 -1.801
C -9.038 -2.839 -0.939
C -9.950 -1.683 -1.251
Br -9.459 -0.085 -0.250
H -8.847 -2.947 0.123
H -9.449 -3.766 -1.332
H -10.971 -1.912 -0.955
H -9.927 -1.410 -2.300
Br 1.402 -1.646 -6.359
C 0.415 -2.060 -4.738
C 0.896 -1.247 -3.566
Br 2.595 -1.892 -2.870
H 0.518 -3.127 -4.572
H -0.624 -1.823 -4.958
H 0.195 -1.325 -2.737
H 1.045 -0.201 -3.814
Br -10.952 -6.089 -1.743
C -12.710 -5.481 -2.307
C -12.716 -5.065 -3.754
Br -11.857 -3.340 -4.009
H -12.990 -4.670 -1.643
H -13.377 -6.326 -2.151
H -13.736 -4.941 -4.108
H -12.191 -5.772 -4.389
Br 0.658 2.382 -2.048
C -0.885 2.682 -3.190
C -1.023 4.129 -3.582
Br -1.695 5.203 -2.107
H -1.748 2.322 -2.636
H -0.728 2.061 -4.069
H -1.753 4.235 -4.381
H -0.079 4.568 -3.887
Br 1.440 -0.065 7.301
C 2.127 1.548 8.139
C 3.272 1.257 9.071
Br 2.670 0.470 10.744
H 1.289 2.018 8.645
H 2.460 2.183 7.321
H 3.776 2.181 9.347
H 3.988 0.565 8.640
*
```

Computed properties:
calculated total energy	-38290.80456	hartree
LUMO level	0.1	eV
max |F|	1.0	eV/A
HOMO-LUMO gap	9.06	eV
HOMO energy	-9.01	eV

Entry 2:
The following is a DFT calculation (wB97M-V/def2-TZVPD) of a molecular structure, C2H5O4Tl in a non-equilibrium geometry.

```
! RIJCOSX wB97M-V def2-TZVPD def2/J DEFGRID3
* xyz 0 1
Tl -0.907 1.196 1.907
C 1.043 -0.341 -2.250
C 0.558 0.078 -0.876
O -0.709 0.100 -0.706
O 1.328 0.532 -0.011
H 0.290 -0.951 -2.748
H 1.942 -0.949 -2.237
H 1.168 0.553 -2.859
O -3.173 -0.032 1.819
H -3.882 -0.258 1.198
O 1.378 0.330 3.053
H 0.964 -0.258 3.711
*
```

Computed properties:
calculated total energy	-552.40930	hartree
LUMO level	-5.1	eV
max |F|	3.6	eV/A
HOMO-LUMO gap	4.63	eV
HOMO energy	-9.78	eV

Entry 3:
The following is a DFT calculation (wB97M-V/def2-TZVPD) of C6H14O in the gas phase in a non-equilibrium geometry.

```
! RIJCOSX wB97M-V def2-TZVPD def2/J DEFGRID3
* xyz 0 1
C 1.747 0.928 0.484
C 1.125 -0.436 0.666
C 1.849 -1.462 -0.495
C -0.410 -0.498 0.500
C -1.214 0.588 -0.219
C -2.673 0.161 -0.390
O -1.162 1.851 0.449
H 2.830 0.800 0.502
H 1.428 1.650 1.241
H 1.454 1.337 -0.491
H 1.365 -0.900 1.627
H 2.854 -1.680 -0.130
H 1.958 -1.005 -1.502
H 1.398 -2.465 -0.712
H -0.979 -0.987 1.311
H -0.024 -1.234 -0.215
H -0.766 0.698 -1.218
H -3.163 0.085 0.587
H -2.744 -0.807 -0.896
H -3.232 0.894 -0.987
H -1.639 2.483 -0.111
*
```

Computed properties:
SMILES	CC(C)C[C@@H](C)O
calculated total energy	-312.17903	hartree
LUMO level	1.0	eV
max |F|	3.5	eV/A
HOMO-LUMO gap	10.72	eV
HOMO energy	-9.77	eV

Entry 4:
The following is a DFT calculation (wB97M-V/def2-TZVPD) of a molecular structure, C13H15N in a non-equilibrium geometry.

```
! RIJCOSX wB97M-V def2-TZVPD def2/J DEFGRID3
* xyz 0 1
C -3.798 -0.555 0.561
C -3.581 0.324 -0.462
C -2.834 -1.405 1.039
C -2.330 0.324 -1.117
C -1.547 -1.287 0.411
C -1.234 -0.351 -0.562
C 2.133 -0.971 -0.050
C 2.400 0.499 0.406
C 0.720 1.141 -1.354
C 0.156 -0.182 -0.912
C 1.184 1.299 0.023
C 3.236 -1.962 0.054
C 0.487 2.241 0.965
N 1.074 -1.176 -0.684
H -4.690 -0.408 1.117
H -4.339 0.956 -0.753
H -3.092 -2.245 1.757
H -2.179 0.914 -2.071
H -0.788 -2.106 0.712
H 2.902 0.583 1.375
H 3.123 0.713 -0.459
H 1.482 1.060 -2.280
H 0.010 1.791 -1.726
H 2.798 -2.915 0.172
H 3.838 -1.725 0.840
H 4.035 -1.903 -0.794
H 1.029 3.161 1.106
H 0.364 1.820 1.970
H -0.556 2.364 0.715
*
```

Computed properties:
calculated total energy	-559.00155	hartree
LUMO level (alpha / beta)	0.8 / 0.8	eV
max |F|	4.3	eV/A
HOMO-LUMO gap (alpha / beta)	7.73 / 7.73	eV
HOMO energy (alpha / beta)	-6.97 / -6.97	eV

Entry 5:
The following is a DFT calculation (wB97M-V/def2-TZVPD) of 2 unconnected molecules or ions with the total composition C3H5ClFNO in a non-equilibrium geometry.

```
! RIJCOSX wB97M-V def2-TZVPD def2/J DEFGRID3
* xyz 0 1
C -1.211 -0.514 0.362
C 0.127 -0.711 -0.371
C 3.386 0.715 -0.165
H -0.908 -0.872 1.412
H 0.252 -1.870 -0.584
H -0.151 -0.176 -1.433
H 3.073 2.230 -0.130
H 4.368 0.267 -0.600
N 2.513 -0.656 0.040
O 1.273 -0.207 0.531
F -2.106 -1.243 -0.193
Cl -1.721 1.230 -0.025
*
```

Computed properties:
calculated total energy	-807.05903	hartree
LUMO level	-0.5	eV
max |F|	9.3	eV/A
HOMO-LUMO gap	8.92	eV
HOMO energy	-9.46	eV

Entry 6:
The following is a DFT calculation (wB97M-V/def2-TZVPD) of a molecular structure, C44H31F15IrN3O8PS2SbSe in a non-equilibrium geometry.

```
! RIJCOSX wB97M-V def2-TZVPD def2/J DEFGRID3
* xyz 0 1
Ir 0.447 -1.382 0.687
F -1.465 2.511 3.885
C -2.155 1.496 3.377
F -2.628 1.831 2.194
F -3.149 1.186 4.195
S -1.019 0.028 3.223
O -0.481 0.188 1.865
O -0.066 0.184 4.289
N -1.891 -1.238 3.415
S -2.335 -2.285 2.314
O -1.675 -2.087 1.036
O -2.385 -3.597 2.856
C -4.075 -1.777 1.965
F -4.795 -1.897 3.071
F -4.579 -2.551 1.015
F -4.085 -0.512 1.564
N 1.142 -2.274 3.606
C 1.323 -3.379 4.338
C 1.087 -4.461 3.519
C 0.743 -3.912 2.286
N 0.782 -2.581 2.347
H 1.112 -1.315 3.935
H 1.598 -3.310 5.377
H 1.137 -5.504 3.778
H 0.478 -4.390 1.357
O 0.520 -0.629 -1.246
Se 0.633 -2.150 -2.032
O 1.974 -2.443 -2.840
O 0.740 -2.955 -0.469
O -0.737 -2.442 -2.796
F 6.494 -3.951 4.662
C 6.638 -2.630 4.482
F 7.875 -2.422 4.002
F 6.585 -2.051 5.695
C 5.590 -2.063 3.563
C 4.762 -2.898 2.829
C 3.802 -2.344 1.999
C 3.665 -0.962 1.897
C 4.535 -0.133 2.603
C 5.488 -0.684 3.442
P 2.462 -0.334 0.694
C 3.510 -0.227 -0.784
C 3.892 0.992 -1.347
C 4.807 1.015 -2.383
C 5.353 -0.175 -2.852
C 4.997 -1.385 -2.285
C 4.084 -1.406 -1.243
C 6.321 -0.118 -4.002
F 7.243 0.846 -3.818
F 6.979 -1.273 -4.172
F 5.693 0.161 -5.157
C 1.944 1.362 1.081
C 1.977 1.927 2.348
C 1.301 3.114 2.600
C 0.581 3.722 1.589
C 0.539 3.166 0.315
C 1.212 1.988 0.062
C -0.228 4.962 1.856
F -1.547 4.695 1.811
F 0.010 5.914 0.939
F 0.030 5.489 3.062
H 4.859 -3.972 2.910
H 3.153 -2.998 1.432
H 4.493 0.941 2.485
H 6.158 -0.042 4.000
H 3.489 1.926 -0.986
H 5.105 1.958 -2.821
H 5.418 -2.309 -2.652
H 3.814 -2.359 -0.809
H 2.469 1.430 3.171
H 1.313 3.542 3.593
H -0.037 3.638 -0.472
H 1.130 1.530 -0.915
C -5.856 -2.602 -4.366
C -5.454 -1.370 -4.866
C -4.552 -0.591 -4.155
C -4.040 -1.035 -2.939
C -4.434 -2.279 -2.455
C -5.343 -3.057 -3.160
Sb -2.708 0.123 -1.739
C -2.049 1.538 -3.217
C -2.835 2.613 -3.632
C -2.362 3.519 -4.572
C -1.092 3.366 -5.111
C -0.299 2.302 -4.707
C -0.774 1.399 -3.765
C -4.252 1.419 -0.971
C -3.871 2.582 -0.304
C -4.815 3.449 0.230
C -6.167 3.156 0.112
C -6.562 1.999 -0.544
C -5.612 1.141 -1.086
H -6.560 -3.209 -4.920
H -5.844 -1.016 -5.813
H -4.246 0.369 -4.556
H -4.019 -2.656 -1.526
H -5.642 -4.023 -2.773
H -3.826 2.752 -3.215
H -2.988 4.346 -4.883
H -0.724 4.072 -5.845
H 0.692 2.171 -5.126
H -0.142 0.573 -3.459
H -2.818 2.827 -0.194
H -4.493 4.350 0.738
H -6.908 3.827 0.528
H -7.615 1.764 -0.642
H -5.941 0.248 -1.605
*
```

Computed properties:
calculated total energy	-7843.20421	hartree
LUMO level	-1.1	eV
max |F|	1.4	eV/A
HOMO-LUMO gap	6.94	eV
HOMO energy	-8.00	eV

Entry 7:
The following is a DFT calculation (wB97M-V/def2-TZVPD) of 3 unconnected molecules or ions with the total composition C3H10O4 in a non-equilibrium geometry.

```
! RIJCOSX wB97M-V def2-TZVPD def2/J DEFGRID3
* xyz 0 1
C -0.697 0.120 -1.355
C -0.331 1.099 -0.356
C -0.064 0.474 0.950
O 1.007 0.618 1.557
O -1.219 0.145 1.533
H -0.038 -0.761 -1.260
H -1.725 -0.382 -1.485
H -0.442 0.618 -2.323
H -1.154 1.863 -0.547
H 0.826 1.535 -0.626
H -1.091 -0.046 2.484
O 1.791 0.876 -2.888
H 1.261 1.359 -3.561
H 2.288 0.329 -3.579
O -0.643 -2.746 1.471
H 0.255 -2.485 1.272
H -1.121 -3.313 0.805
*
```

Computed properties:
SMILES	CCC(=O)O.O.O
calculated total energy	-421.21326	hartree
LUMO level	0.5	eV
max |F|	4.7	eV/A
HOMO-LUMO gap	10.69	eV
HOMO energy	-10.19	eV

Entry 8:
The following is a DFT calculation (wB97M-V/def2-TZVPD) of 4 unconnected molecules or ions with the total composition C4H18NO3 in a non-equilibrium geometry.

```
! RIJCOSX wB97M-V def2-TZVPD def2/J DEFGRID3
* xyz 1 1
C -1.846 0.600 -0.366
C -1.007 0.885 -1.550
C 0.264 1.721 -1.208
C 1.056 1.719 0.143
N -1.341 -0.732 0.068
H -1.687 1.541 0.336
H -2.943 0.450 -0.548
H -0.806 0.183 -2.434
H -1.649 1.636 -2.291
H 0.988 1.543 -2.038
H 0.129 2.702 -1.543
H 2.059 2.297 -0.010
H 1.233 0.710 0.552
H 0.359 2.233 0.967
H -1.979 -1.458 0.228
H -0.704 -0.579 0.907
H -0.798 -0.966 -0.780
H 0.682 -0.168 3.029
H -0.632 0.243 3.635
O -0.284 -0.142 2.859
H 1.799 -2.609 1.664
H 0.958 -3.906 1.475
O 0.998 -2.983 1.442
H 2.100 -0.982 -1.731
H 1.713 -2.390 -1.250
O 1.339 -1.546 -1.558
*
```

Computed properties:
calculated total energy	-443.37417	hartree
LUMO level	-2.8	eV
max |F|	6.1	eV/A
HOMO-LUMO gap	11.40	eV
HOMO energy	-14.17	eV

Entry 9:
The following is a DFT calculation (wB97M-V/def2-TZVPD) of C17H15NO5 in the gas phase in a non-equilibrium geometry.

```
! RIJCOSX wB97M-V def2-TZVPD def2/J DEFGRID3
* xyz 0 1
C 7.788 0.546 -0.446
O 6.573 1.252 -0.588
C 5.386 0.661 -0.328
C 4.273 1.486 -0.521
C 2.988 1.050 -0.304
C 2.751 -0.259 0.126
C 1.437 -0.792 0.375
C 0.255 -0.162 0.242
C -0.990 -0.874 0.523
O -1.035 -2.056 0.812
C -2.246 -0.071 0.413
C -2.324 1.267 0.794
C -3.521 1.950 0.702
C -4.684 1.348 0.229
C -5.940 2.146 0.132
C -4.592 0.001 -0.144
N -5.726 -0.735 -0.647
O -5.494 -1.714 -1.325
O -6.841 -0.346 -0.368
C -3.395 -0.697 -0.045
C 3.862 -1.085 0.321
C 5.161 -0.659 0.104
O 6.207 -1.518 0.311
H 8.565 1.260 -0.718
H 7.942 0.214 0.583
H 7.833 -0.315 -1.114
H 4.467 2.494 -0.853
H 2.166 1.726 -0.470
H 1.396 -1.821 0.714
H 0.182 0.858 -0.101
H -1.455 1.770 1.190
H -3.562 2.986 1.004
H -6.651 1.819 0.890
H -6.426 2.007 -0.832
H -5.729 3.202 0.278
H -3.361 -1.739 -0.327
H 3.704 -2.104 0.653
H 5.863 -2.372 0.598
*
```

Computed properties:
SMILES	COc1ccc(/C=C/C(=O)c2ccc(C)c([N+](=O)[O-])c2)cc1O
calculated total energy	-1087.64530	hartree
LUMO level	-0.6	eV
max |F|	1.4	eV/A
HOMO-LUMO gap	7.65	eV
HOMO energy	-8.24	eV

Entry 10:
The following is a DFT calculation (wB97M-V/def2-TZVPD) of a molecular structure, C36H40FGeN2PbSi.

```
! RIJCOSX wB97M-V def2-TZVPD def2/J DEFGRID3
* xyz 2 2
Pb 0.228 0.086 -0.294
C -2.745 -0.295 -0.899
Si -2.681 -1.046 0.817
C -3.279 -2.803 0.758
C -3.679 -0.006 1.975
N -0.967 -0.958 1.192
C -0.358 -1.365 2.382
C -1.048 -1.930 3.470
C -0.398 -2.325 4.631
C 0.976 -2.188 4.771
C 1.702 -1.645 3.725
C 1.024 -1.265 2.595
F 1.794 -0.732 1.538
H -3.718 -0.465 -1.374
H -2.003 -0.739 -1.586
H -2.608 0.796 -0.864
H -4.355 -2.822 0.552
H -3.116 -3.335 1.701
H -2.786 -3.365 -0.046
H -4.732 -0.006 1.668
H -3.326 1.030 1.964
H -3.640 -0.364 3.007
H -2.125 -2.048 3.397
H -0.978 -2.743 5.445
H 1.478 -2.491 5.681
H 2.777 -1.512 3.782
C 2.041 -5.209 0.563
N 0.671 -4.789 0.358
C -0.360 -5.529 1.046
C 0.426 -3.402 0.043
C 0.889 -2.949 -1.344
C 1.288 -3.851 -2.321
C 1.722 -3.395 -3.563
C 1.754 -2.038 -3.836
C 1.326 -1.133 -2.866
C 0.893 -1.580 -1.623
H 2.144 -6.273 0.351
H 2.297 -5.041 1.616
H 2.714 -4.633 -0.068
H -0.138 -6.594 1.026
H -1.330 -5.337 0.590
H -0.390 -5.193 2.091
H 0.970 -2.821 0.796
H -0.633 -3.192 0.171
H 1.252 -4.922 -2.131
H 2.032 -4.109 -4.316
H 2.112 -1.679 -4.793
H 1.349 -0.068 -3.096
C 4.113 2.942 -3.618
C 2.875 3.353 -4.098
C 1.776 3.381 -3.248
C 1.930 3.002 -1.911
C 3.180 2.595 -1.429
C 4.268 2.563 -2.288
Ge 0.452 3.105 -0.732
C -1.283 3.157 -1.496
C -2.292 3.903 -0.881
C -3.554 3.956 -1.461
C -3.806 3.267 -2.641
C -2.804 2.520 -3.254
C -1.541 2.463 -2.683
C 0.718 3.695 1.038
C -0.208 3.377 2.039
C -0.027 3.877 3.319
C 1.066 4.694 3.595
C 1.985 5.012 2.601
C 1.820 4.507 1.318
H 4.968 2.923 -4.284
H 2.766 3.658 -5.132
H 0.814 3.712 -3.622
H 3.303 2.309 -0.389
H 5.240 2.252 -1.921
H -2.093 4.450 0.035
H -4.339 4.538 -0.993
H -4.791 3.317 -3.092
H -3.009 1.985 -4.174
H -0.758 1.887 -3.168
H -1.062 2.743 1.821
H -0.738 3.638 4.101
H 1.202 5.086 4.596
H 2.829 5.653 2.825
H 2.538 4.754 0.543
*
```

Computed properties:
calculated total energy	-4163.89048	hartree
LUMO level (alpha / beta)	-5.8 / -8.3	eV
max |F|	0.9	eV/A
HOMO-LUMO gap (alpha / beta)	7.00 / 4.47	eV
HOMO energy (alpha / beta)	-12.81 / -12.81	eV

Entry 11:
The following is a DFT calculation (wB97M-V/def2-TZVPD) of a molecular structure, CH2FO3S2 in a non-equilibrium geometry.

```
! RIJCOSX wB97M-V def2-TZVPD def2/J DEFGRID3
* xyz -1 3
C 0.419 0.670 -0.565
O -2.072 -0.872 1.192
O -2.057 -0.805 -1.179
O -3.946 0.195 -0.052
F 1.485 1.256 0.060
S -1.561 1.752 0.085
S -2.532 -0.198 0.015
H 0.552 1.056 -1.592
H 0.071 -0.287 -0.265
*
```

Computed properties:
calculated total energy	-1161.19431	hartree
LUMO level (alpha / beta)	3.6 / 1.5	eV
max |F|	2.9	eV/A
HOMO-LUMO gap (alpha / beta)	5.77 / 6.98	eV
HOMO energy (alpha / beta)	-2.21 / -5.49	eV